112
Properties=species:S:1:pos:R:3:forces:R:3:lowdin_charge:R:1 method="wB97M-V/def2-TZVPD" total_charge=+2 homo_ev=-12.87 lumo_ha=-0.263 max_force_ha_per_bohr=0.0179 orbital_gap_ev=5.7
Ti 0.088 -0.355 -0.517 0.39 -0.80 -0.25 1.06
O 2.589 -1.984 1.852 0.17 -0.21 0.13 -0.19
Cl 2.087 -0.810 1.308 -0.60 -0.18 -0.10 0.75
O 2.605 0.373 1.856 0.20 0.22 0.11 -0.22
O 0.567 -0.775 1.406 0.00 0.45 0.24 -0.44
O 2.174 -0.794 -0.182 0.10 0.18 -0.12 -0.40
C 4.923 -2.010 -2.208 0.01 -0.01 0.00 -0.05
C 3.616 -2.610 -2.720 -0.01 0.02 0.03 -0.37
C 3.829 -3.360 -4.041 -0.01 -0.01 0.01 -0.04
C 2.534 -1.575 -2.898 0.01 -0.03 0.00 -0.16
C 2.775 -0.313 -3.405 0.05 -0.03 0.09 0.07
C 1.783 0.670 -3.497 -0.07 0.11 0.09 -0.12
C 2.074 1.944 -4.271 -0.04 0.01 0.00 -0.35
C 1.642 1.686 -5.727 -0.03 0.01 0.02 -0.02
C 3.536 2.395 -4.290 0.01 0.01 0.00 -0.05
C 0.486 0.389 -3.023 -0.06 -0.12 0.14 -0.14
C 0.151 -1.004 -2.825 -0.02 -0.07 -0.37 -0.25
C 1.194 -1.926 -2.694 -0.15 0.15 0.05 -0.03
C -1.179 -1.575 -3.368 -0.05 0.06 0.08 -0.34
C -1.558 -2.989 -2.912 -0.01 -0.03 0.02 -0.06
C -0.995 -1.645 -4.896 -0.02 0.01 -0.03 -0.02
C -0.563 1.481 -2.951 0.03 0.07 -0.03 -0.19
C -1.388 1.677 -4.061 -0.03 -0.05 0.01 -0.03
C -2.332 2.685 -4.120 0.00 -0.02 -0.01 -0.02
C -2.472 3.555 -3.053 0.01 -0.01 0.02 -0.03
C -1.675 3.384 -1.938 0.04 -0.01 0.02 -0.07
C -0.722 2.362 -1.847 0.00 0.05 0.02 -0.28
P 0.162 2.202 -0.234 -0.11 -0.20 0.03 1.20
C 1.765 3.203 -0.278 0.07 0.06 -0.08 -0.62
C 2.269 3.660 1.096 0.02 -0.03 0.04 -0.07
C 2.883 2.351 -0.869 0.02 0.02 -0.01 -0.08
C 1.509 4.424 -1.174 0.03 -0.03 -0.01 -0.06
C -0.907 2.811 1.210 0.00 0.06 -0.01 -0.63
C -1.055 4.340 1.303 -0.02 -0.01 -0.04 -0.06
C -2.301 2.192 1.153 0.00 -0.02 0.01 -0.07
C -0.258 2.290 2.507 -0.01 -0.02 0.00 -0.07
H 5.614 -2.807 -1.935 0.01 -0.01 -0.01 0.09
H 4.762 -1.386 -1.328 0.00 0.00 0.02 0.08
H 5.417 -1.408 -2.972 0.00 0.02 -0.02 0.08
H 3.243 -3.322 -1.977 0.01 0.00 0.00 0.13
H 4.183 -2.678 -4.816 0.01 0.02 -0.01 0.09
H 2.909 -3.827 -4.393 -0.01 -0.01 0.00 0.08
H 4.578 -4.139 -3.911 0.01 -0.01 0.00 0.09
H 3.776 -0.056 -3.725 0.03 -0.01 0.00 0.13
H 1.444 2.744 -3.875 0.05 0.00 0.04 0.12
H 2.201 0.845 -6.140 0.02 -0.02 -0.01 0.10
H 1.858 2.564 -6.335 0.00 0.02 0.00 0.10
H 0.580 1.466 -5.816 0.01 0.00 -0.01 0.06
H 4.131 1.757 -4.944 0.02 -0.02 0.00 0.09
H 4.009 2.409 -3.311 -0.02 0.01 0.02 0.07
H 3.590 3.402 -4.702 0.00 0.00 0.00 0.10
H 0.944 -2.966 -2.514 0.02 0.01 -0.03 0.08
H -1.996 -0.891 -3.145 0.04 -0.07 -0.03 0.10
H -1.082 -3.735 -3.551 0.02 0.00 0.00 0.09
H -2.635 -3.123 -3.011 0.00 0.00 -0.01 0.10
H -1.272 -3.244 -1.893 -0.01 0.02 0.00 0.01
H -0.202 -2.356 -5.133 0.01 -0.02 0.00 0.10
H -0.727 -0.698 -5.357 0.02 0.00 0.00 0.06
H -1.915 -2.005 -5.357 -0.02 0.01 -0.01 0.10
H -1.286 1.023 -4.913 -0.01 0.01 0.02 0.10
H -2.946 2.795 -5.004 0.00 0.00 -0.02 0.13
H -3.191 4.362 -3.086 -0.01 0.02 0.00 0.13
H -1.793 4.070 -1.116 0.00 0.00 0.00 0.09
H 2.485 2.820 1.753 0.01 0.02 -0.02 0.07
H 1.620 4.361 1.609 0.00 -0.01 0.00 0.07
H 3.214 4.175 0.915 0.01 0.01 -0.01 0.11
H 3.180 1.551 -0.195 0.00 0.02 -0.02 0.07
H 3.751 2.995 -1.025 0.01 0.00 -0.01 0.11
H 2.610 1.921 -1.823 0.00 -0.01 0.00 0.04
H 0.660 5.024 -0.848 -0.01 0.01 0.01 0.08
H 1.345 4.138 -2.213 -0.02 0.00 0.00 0.07
H 2.394 5.061 -1.138 0.02 0.00 0.00 0.11
H -1.791 4.740 0.609 0.00 -0.01 -0.01 0.08
H -0.131 4.894 1.181 -0.01 0.01 -0.02 0.06
H -1.432 4.560 2.303 0.01 -0.01 0.03 0.11
H -2.816 2.327 0.204 -0.01 0.01 -0.02 0.08
H -2.903 2.666 1.931 0.00 0.00 0.01 0.11
H -2.260 1.132 1.388 0.01 0.00 0.00 0.06
H 0.688 2.760 2.746 -0.01 0.00 0.01 0.07
H -0.126 1.209 2.494 0.01 0.02 0.00 0.06
H -0.951 2.520 3.318 -0.01 0.00 0.01 0.11
Cl -3.647 -1.412 2.245 -0.05 0.51 -0.19 0.82
C -4.069 -0.624 0.757 0.01 0.13 -0.06 -0.57
C -5.360 -0.137 0.637 0.02 -0.01 0.02 -0.08
C -5.739 0.545 -0.506 -0.01 -0.01 0.00 -0.05
C -4.816 0.745 -1.521 0.01 0.01 -0.02 -0.05
C -3.529 0.254 -1.390 -0.01 -0.05 0.01 -0.06
C -3.117 -0.454 -0.259 -0.16 -0.05 -0.15 -0.29
C -1.752 -1.029 -0.107 -0.03 0.28 0.54 -0.19
H -6.061 -0.295 1.445 -0.01 0.00 0.01 0.11
H -6.748 0.921 -0.597 -0.03 0.01 0.00 0.12
H -5.096 1.285 -2.416 -0.01 0.01 -0.01 0.11
H -2.822 0.455 -2.181 0.00 0.01 0.03 0.08
H -1.557 -1.910 -0.745 0.03 0.07 -0.10 0.04
H -1.609 -1.395 0.917 0.01 -0.21 -0.11 0.03
C -0.759 -8.351 1.354 -0.01 -0.04 0.02 0.01
C -1.043 -6.904 1.562 -0.02 0.03 0.01 -0.25
C -1.961 -6.393 2.432 0.02 0.05 -0.04 0.04
C -2.110 -4.993 2.499 -0.05 -0.14 0.05 -0.27
N -1.386 -4.160 1.765 0.03 0.04 -0.11 0.12
C -0.471 -4.661 0.924 -0.09 0.09 0.17 -0.75
S 0.556 -3.710 -0.016 0.22 0.15 -0.35 0.74
N -0.332 -6.018 0.825 -0.04 0.00 0.06 0.11
C -3.094 -4.389 3.442 0.01 -0.07 0.06 -0.03
H -1.420 -8.960 1.965 0.00 -0.01 0.00 0.09
H 0.273 -8.577 1.627 0.01 0.00 0.00 0.10
H -0.902 -8.623 0.307 0.00 0.00 0.00 0.10
H -2.558 -7.047 3.048 -0.01 -0.01 0.00 0.13
H 0.368 -6.347 0.172 0.01 -0.02 -0.01 0.14
H -3.889 -5.085 3.697 0.01 -0.03 0.02 0.09
H -3.509 -3.482 3.013 0.03 -0.41 0.13 -0.03
H -2.574 -4.115 4.363 0.01 -0.01 0.03 0.11